(1)
DFT (the ωB97M-V functional and the def2-TZVPD basis) results for a gas-phase ion, C2H4NS (charge +1) in a non-equilibrium geometry.

Last column: natural (NBO) charge in e.
Geometry (Å):
N: 0.146 0.095 0.591  -0.53
C: -0.786 0.895 -0.160  -0.20
S: -2.310 0.054 0.153  0.42
C: -0.727 -0.911 -0.028  -0.18
H: 1.042 0.057 0.176  0.46
H: -0.002 0.273 1.550  0.45
H: -0.406 1.271 -1.223  0.28
H: -0.425 -1.344 -1.083  0.28

Properties
Charge: +1

=====

(2)
DFT (the ωB97M-V functional and the def2-TZVPD basis) results for a molecular structure, C31H60F3IN3O9PS6 in a non-equilibrium geometry.

Last column: Mulliken charge in e.
Geometry (Å):
C: 1.867 2.205 -0.625  -0.67
C: 1.535 1.243 -1.629  0.16
C: 2.542 0.265 -2.386  -0.89
C: 2.844 -1.139 -1.673  0.60
C: 3.878 -0.741 -0.514  -0.95
N: 3.645 -1.847 -2.755  -0.29
C: 3.463 -3.285 -2.886  0.34
O: 3.945 -3.992 -3.799  -0.63
C: 2.491 -3.618 -1.649  -1.18
I: 3.866 -4.310 -0.108  0.21
P: 1.519 -5.200 -2.033  0.69
N: 2.403 -6.461 -2.473  -0.66
C: 1.685 -2.216 -1.427  2.24
C: 1.184 -1.860 0.059  -0.74
C: -0.262 -2.422 0.461  -0.80
C: -1.435 -1.302 0.404  0.17
O: -1.254 -0.092 0.697  -0.43
N: -2.787 -1.752 0.049  -0.23
C: -3.327 -1.111 -1.159  0.27
C: -3.841 -2.058 -2.309  -0.45
C: -4.457 -1.404 -3.566  -0.46
C: -4.623 0.126 -3.786  -0.55
C: -4.094 1.066 -2.656  -0.29
C: -3.486 0.401 -1.403  0.02
C: 0.482 -2.313 -2.473  -2.37
O: -0.229 -1.064 -2.709  0.45
C: -0.636 -0.977 -4.076  0.55
F: -1.339 -2.153 -4.471  -0.24
F: 0.459 -0.717 -4.951  -0.27
F: -1.469 0.171 -4.176  -0.20
H: 2.475 1.963 0.325  0.19
H: 1.446 3.273 -0.737  0.12
H: 0.424 1.224 -1.945  0.04
H: 3.551 0.823 -2.458  0.54
H: 2.172 0.152 -3.459  0.25
H: 3.837 -1.367 0.435  0.05
H: 3.834 0.358 -0.184  0.24
H: 4.946 -0.882 -0.937  0.30
H: 4.560 -1.444 -2.981  0.43
H: 0.555 -4.991 -3.100  0.06
H: 0.866 -5.573 -0.788  0.02
H: 3.387 -6.157 -2.503  0.24
H: 1.916 -2.256 0.863  0.51
H: 1.154 -0.719 0.246  0.02
H: -0.566 -3.396 -0.070  0.36
H: -0.200 -2.705 1.583  0.36
H: -2.765 -2.785 -0.053  0.39
H: -3.753 -3.179 -2.145  0.24
H: -4.860 -2.088 -4.384  0.29
H: -5.091 0.592 -4.725  0.30
H: -4.151 2.209 -2.763  0.28
H: -3.120 1.109 -0.574  0.22
H: -0.333 -3.082 -2.186  0.24
H: 0.878 -2.680 -3.497  0.93
C: 1.936 -0.378 5.595  -0.84
S: 1.559 -0.825 3.889  0.58
O: 2.824 -0.690 3.099  -0.65
C: 0.541 0.623 3.534  -0.81
H: 2.603 -1.136 6.014  0.20
H: 2.429 0.596 5.624  0.33
H: 1.013 -0.349 6.177  0.38
H: 1.121 1.534 3.692  0.37
H: -0.337 0.619 4.182  0.40
H: 0.220 0.574 2.492  0.07
C: -3.079 5.150 -0.566  -0.96
S: -4.677 4.500 -0.035  0.46
O: -4.982 3.307 -0.887  -0.57
C: -5.656 5.880 -0.663  -1.05
H: -2.307 4.423 -0.308  0.37
H: -3.081 5.307 -1.647  0.28
H: -2.877 6.090 -0.050  0.41
H: -5.497 5.992 -1.737  0.42
H: -5.371 6.795 -0.143  0.38
H: -6.709 5.670 -0.473  0.24
C: 4.819 -2.945 9.502  -0.99
S: 4.499 -1.822 8.124  0.53
O: 3.284 -2.324 7.411  -0.64
C: 5.939 -2.308 7.150  -0.93
H: 4.012 -2.839 10.228  0.33
H: 4.853 -3.975 9.143  0.30
H: 5.767 -2.680 9.974  0.38
H: 5.902 -3.378 6.939  0.31
H: 6.850 -2.064 7.699  0.37
H: 5.923 -1.753 6.211  0.31
C: -8.639 6.064 1.954  -0.93
S: -7.647 7.494 1.471  0.54
O: -6.305 7.344 2.111  -0.60
C: -8.577 8.700 2.439  -0.97
H: -8.212 5.174 1.489  0.29
H: -8.624 5.949 3.039  0.34
H: -9.664 6.197 1.604  0.37
H: -8.566 8.420 3.494  0.30
H: -9.604 8.747 2.074  0.36
H: -8.106 9.676 2.319  0.33
C: 4.569 -11.276 -2.074  -0.91
S: 5.662 -10.133 -2.947  0.47
O: 6.572 -9.519 -1.931  -0.62
C: 4.385 -8.918 -3.335  -0.82
H: 5.167 -12.109 -1.703  0.32
H: 4.093 -10.768 -1.234  0.30
H: 3.812 -11.653 -2.763  0.33
H: 3.920 -8.558 -2.416  0.23
H: 3.634 -9.373 -3.983  0.36
H: 4.852 -8.081 -3.856  0.34
C: 1.019 7.238 -1.225  -0.79
S: -0.268 8.500 -1.338  0.41
O: -1.407 8.057 -0.477  -0.54
C: -0.716 8.152 -3.052  -0.89
H: 1.422 7.246 -0.211  0.33
H: 0.596 6.255 -1.439  0.13
H: 1.817 7.467 -1.933  0.40
H: -1.030 7.111 -3.152  0.25
H: 0.139 8.351 -3.700  0.37
H: -1.542 8.808 -3.332  0.32

=====

(3)
DFT (the ωB97M-V functional and the def2-TZVPD basis) results for a single C3H7NO molecule in a non-equilibrium geometry.

Last column: natural (NBO) charge in e.
Geometry (Å):
C: -0.235 -1.343 0.929  -0.61
C: 0.367 -0.510 -0.204  -0.22
N: -0.469 0.644 -0.545  -0.62
C: 0.065 1.893 -0.581  0.53
O: -0.359 2.818 -1.247  -0.60
H: -1.307 -1.535 0.852  0.21
H: 0.025 -0.879 1.882  0.21
H: 0.332 -2.284 0.973  0.21
H: 1.294 -0.112 0.223  0.20
H: 0.483 -1.127 -1.094  0.19
H: -1.150 0.399 -1.249  0.39
H: 0.953 2.035 0.062  0.10

=====

(4)
DFT (the ωB97M-V functional and the def2-TZVPD basis) results for a single C14H16N6O2S2 molecule in a non-equilibrium geometry.

Last column: natural (NBO) charge in e.
Geometry (Å):
C: 3.550 0.034 1.542  -0.25
O: 2.222 0.105 1.080  -0.57
C: 1.560 1.324 1.327  -0.08
C: 1.982 2.470 0.393  -0.44
C: 2.088 2.007 -1.064  -0.22
N: 0.910 1.296 -1.463  -0.20
N: -0.315 1.825 -1.490  -0.07
N: -1.127 0.905 -1.803  -0.06
N: -0.508 -0.247 -2.000  -0.35
C: 0.772 -0.015 -1.784  0.16
S: 2.094 -1.122 -1.933  0.31
C: 1.259 -2.662 -1.409  -0.62
C: 1.436 -2.714 0.093  0.69
O: 2.437 -3.156 0.605  -0.59
N: 0.460 -2.145 0.869  -0.64
C: -0.767 -1.619 0.547  0.28
N: -1.202 -0.532 1.065  -0.48
C: -2.470 -0.239 0.651  0.08
C: -3.196 0.895 0.997  -0.19
C: -4.461 1.058 0.474  -0.21
C: -5.011 0.111 -0.386  -0.21
C: -4.307 -1.022 -0.744  -0.24
C: -3.039 -1.191 -0.221  -0.12
S: -1.915 -2.489 -0.488  0.35
H: 3.870 -0.993 1.373  0.21
H: 3.605 0.264 2.613  0.17
H: 4.214 0.714 0.999  0.16
H: 1.709 1.637 2.370  0.17
H: 0.499 1.097 1.187  0.22
H: 2.952 2.873 0.689  0.21
H: 1.237 3.262 0.474  0.23
H: 2.929 1.322 -1.191  0.23
H: 2.221 2.870 -1.723  0.22
H: 0.233 -2.621 -1.760  0.27
H: 1.810 -3.477 -1.876  0.26
H: 0.787 -1.897 1.798  0.43
H: -2.756 1.624 1.658  0.22
H: -5.034 1.936 0.731  0.21
H: -6.002 0.266 -0.784  0.22
H: -4.727 -1.755 -1.415  0.22

=====

(5)
DFT (the ωB97M-V functional and the def2-TZVPD basis) results for a molecular structure, C16H28N2O2 in a non-equilibrium geometry.

Last column: natural (NBO) charge in e.
Geometry (Å):
O: 1.862 1.410 0.741  -0.65
C: 0.836 1.963 0.205  0.70
N: -0.441 1.568 0.272  -0.61
H: -1.162 2.256 -0.127  0.38
C: -1.013 0.715 1.157  -0.19
C: -1.593 1.134 2.400  -0.43
H: -2.479 1.526 2.156  0.19
C: -1.897 -0.030 3.254  -0.38
H: -2.401 0.402 4.110  0.22
C: -2.650 -1.275 2.864  -0.20
N: -1.659 -2.271 1.944  -0.64
C: -1.957 -2.458 0.631  0.69
O: -3.014 -1.908 0.202  -0.65
C: -0.924 -3.626 0.231  -0.29
H: -1.320 -4.452 0.713  0.23
C: 0.607 -3.106 0.605  -0.42
H: 0.886 -3.667 1.523  0.22
C: 1.275 -3.385 -0.711  -0.39
C: 0.106 -3.227 -1.918  -0.36
C: -0.981 -3.752 -1.232  -0.44
H: -2.066 -3.185 -1.680  0.23
H: -0.935 -4.769 -1.533  0.21
H: 0.498 -3.553 -2.875  0.22
H: 0.225 -2.025 -1.863  0.17
H: 2.000 -2.861 -1.158  0.21
H: 1.456 -4.560 -0.853  0.18
H: 0.471 -2.003 0.898  0.23
H: -1.006 -2.759 2.481  0.39
H: -3.280 -0.885 2.199  0.22
H: -3.051 -1.811 3.747  0.22
H: -0.843 -0.457 3.598  0.19
H: -1.193 1.946 2.742  0.22
H: 0.131 0.070 1.423  0.18
H: -1.453 0.022 0.558  0.22
C: 1.100 3.355 -0.716  -0.32
H: 0.578 3.958 -0.491  0.16
C: 2.437 3.748 -0.919  -0.41
H: 2.890 4.728 -0.417  0.23
C: 3.062 3.502 -2.301  -0.46
C: 1.914 3.693 -3.147  -0.36
C: 0.765 2.891 -2.031  -0.38
H: 1.080 1.904 -2.329  0.22
H: -0.266 3.343 -2.420  0.21
H: 1.459 4.848 -3.037  0.17
H: 1.816 3.342 -4.197  0.22
H: 3.289 2.402 -2.303  0.20
H: 3.753 4.186 -2.446  0.22
H: 3.088 3.112 0.050  0.25

=====

It is found that the ΔE to the lowest compared entry with this formula, charge and spin values, taken in the order of the records, are 66.7 183.2 16.4 0.0 314.4 kcal per mole.
It is found that the highest occupied orbital energy values, taken in the order of the records, are -14.26 -8.00 -9.78 -8.48 -9.05 eV.
It is found that the E_LUMO values, taken in the order of the records, are -5.62 -0.25 0.96 0.49 0.71 eV.